# 1
{"formula": "C48H36CrN11", "method": "ωB97M-V with the def2-TZVPD basis set", "gap_ev": [5.309, 5.199], "s_squared": 6.02, "spin_multiplicity": 5, "max_force_ev_per_a": 1.0, "e_above_lowest_kcal_mol": 0.0, "charge": -1, "lumo_ha": [0.06283, 0.05752], "symbols": ["Cr", "N", "N", "N", "N", "N", "N", "N", "N", "N", "N", "N", "C", "C", "C", "C", "C", "C", "C", "C", "C", "C", "C", "C", "C", "C", "C", "C", "C", "C", "C", "C", "C", "C", "C", "C", "C", "C", "C", "C", "C", "C", "C", "C", "C", "C", "C", "C", "C", "C", "C", "C", "C", "C", "C", "C", "C", "C", "C", "C", "H", "H", "H", "H", "H", "H", "H", "H", "H", "H", "H", "H", "H", "H", "H", "H", "H", "H", "H", "H", "H", "H", "H", "H", "H", "H", "H", "H", "H", "H", "H", "H", "H", "H", "H", "H"], "coordinates": [[0.4854, -0.4783, -0.5608], [-2.1580, -1.1467, -2.8112], [0.0536, 2.2713, -0.6396], [-0.9721, 1.5863, 2.0020], [-1.5988, -0.1905, -0.6343], [-0.5916, -2.1626, 1.2001], [2.4879, -0.7068, -0.9325], [1.0964, 0.5110, 1.2190], [0.2036, -1.4063, -2.3776], [2.4710, -1.8153, -3.0726], [-1.9765, 0.5928, 1.6514], [3.5040, 0.0243, 1.1346], [7.0126, 0.1277, -1.6238], [-1.0728, 4.4474, -0.4001], [3.0295, -1.0884, -2.1046], [-2.3057, 0.4664, 0.2866], [-1.9700, -2.3848, 4.6664], [-1.8693, 5.3411, 0.2964], [-4.5843, 1.7072, 0.2614], [-0.4353, 2.0713, -2.0031], [4.4609, -0.7551, -2.1414], [-1.2358, 2.8374, 1.3695], [-1.3733, -2.6784, 3.4558], [4.7899, -0.2725, -0.8848], [1.1632, -2.0266, -3.0934], [-2.3879, -0.3064, -1.7569], [3.2424, 0.5513, 4.2177], [1.4621, 2.6561, -0.6229], [-3.6025, 0.3920, -1.5569], [-1.6718, -3.4134, -4.8748], [-2.5065, -0.2239, 3.8138], [0.3461, 1.1015, 2.1544], [-1.4452, -3.0618, 0.4033], [-4.7262, 0.6394, -2.3738], [-1.3032, -1.7582, 2.4035], [6.0754, 0.1763, -0.6047], [-1.1219, -4.3561, -5.7306], [0.5589, -2.9198, -4.0976], [-5.7362, 1.4188, -1.8685], [1.5573, 1.5129, 5.6930], [2.8607, 0.9883, 5.4639], [3.5542, -0.2654, -0.1134], [5.3935, -0.8032, -3.1693], [-2.3642, 4.9836, 1.5488], [-2.5364, -1.1286, 4.8546], [-0.7574, 3.1868, 0.1121], [-3.5386, 0.9099, -0.2456], [2.3376, 0.2567, 1.8012], [0.6419, 1.6090, 4.6754], [-1.0317, -1.7150, -2.9987], [-2.0364, 3.7428, 2.0691], [-1.9181, -0.5082, 2.5757], [6.6772, -0.3545, -2.8993], [1.1201, -3.8506, -4.9580], [-0.8068, -2.7078, -4.0497], [0.6779, -2.8562, 1.5201], [-5.6603, 1.9609, -0.5522], [2.3051, 0.6363, 3.1681], [0.2628, -4.5783, -5.7709], [1.0205, 1.1636, 3.3948], [-2.9860, 5.6687, 2.1148], [1.2850, 1.8329, 6.6926], [-1.5112, 1.9003, -1.9870], [5.1129, -1.1733, -4.1501], [-3.0068, -0.8647, 5.7958], [-0.3566, 2.0003, 4.8509], [0.0435, 1.1865, -2.4253], [8.0186, 0.4830, -1.4421], [-2.0995, 6.3091, -0.1338], [6.3220, 0.5635, 0.3784], [2.1953, -3.9964, -4.9887], [-1.7304, -3.9502, 0.9820], [3.5590, 0.9289, 6.2907], [7.4297, -0.3644, -3.6801], [0.6634, -5.3257, -6.4441], [-2.3469, -2.5405, 0.0869], [4.2299, 0.1409, 4.0384], [-2.7394, -3.2223, -4.8473], [-1.7705, -4.9361, -6.3773], [-6.4685, 2.5885, -0.1937], [-0.8992, -3.3820, -0.4868], [-6.6028, 1.6409, -2.4815], [-1.9859, -3.1291, 5.4568], [-4.5228, 2.1239, 1.2620], [-0.6906, 4.7249, -1.3771], [1.6335, 3.6291, -1.1078], [-2.3881, 3.4355, 3.0491], [0.5329, -3.9227, 1.7300], [1.1516, -2.3846, 2.3770], [1.8211, 2.7044, 0.4061], [1.3619, -2.7758, 0.6709], [-0.2174, 2.9231, -2.6661], [-2.9423, 0.7640, 3.9240], [-4.7762, 0.2265, -3.3775], [-0.9223, -3.6552, 3.3228], [2.0459, 1.8980, -1.1523]]}

# 2
{"formula": "C48H37N2O2Ru", "method": "ωB97M-V with the def2-TZVPD basis set", "gap_ev": [6.854, 6.715], "s_squared": 0.76, "spin_multiplicity": 2, "max_force_ev_per_a": 3.2, "e_above_lowest_kcal_mol": 5.6, "charge": 0, "lumo_ha": [-0.01566, -0.01709], "symbols": ["Ru", "O", "O", "N", "N", "C", "C", "C", "C", "C", "C", "C", "C", "C", "C", "C", "C", "C", "C", "C", "C", "C", "C", "C", "C", "C", "C", "C", "C", "C", "C", "C", "C", "C", "C", "C", "C", "C", "C", "C", "C", "C", "C", "C", "C", "C", "C", "C", "C", "C", "C", "C", "C", "H", "H", "H", "H", "H", "H", "H", "H", "H", "H", "H", "H", "H", "H", "H", "H", "H", "H", "H", "H", "H", "H", "H", "H", "H", "H", "H", "H", "H", "H", "H", "H", "H", "H", "H", "H", "H"], "coordinates": [[0.0545, 0.1612, 0.0155], [1.9208, 0.5482, 0.2314], [-1.7561, -0.1903, -0.5648], [0.4075, -1.8543, 0.5540], [-0.2617, 2.1660, -0.7668], [-4.8324, -0.5056, -1.2239], [-3.9123, -2.3701, 1.4820], [0.5178, 1.8031, -4.2949], [-1.1218, 2.8486, 3.8854], [-0.8006, -3.7749, 1.3820], [-3.5498, -1.8641, -2.7063], [-5.7035, -1.0510, -3.3936], [0.1727, 4.1384, -3.8181], [-3.2628, -0.0746, 1.6714], [-0.8246, 4.4420, -0.2512], [-4.5735, -2.2766, 2.6947], [6.2758, 1.0068, 2.0270], [3.3750, -1.1481, -0.6450], [4.1622, -2.2828, -0.4990], [-4.5521, -1.7698, -3.6575], [5.2153, 0.1652, 1.7346], [-2.5624, -1.2868, -0.4074], [5.3001, 2.7166, 0.6725], [-0.3976, 0.7374, 2.9910], [-0.5732, 4.8253, -1.5461], [-5.8352, -0.4120, -2.1730], [4.4660, -3.0676, -1.5973], [-0.6310, 3.1197, 0.1650], [3.2489, -1.5735, -3.0142], [0.5320, 3.1248, -4.7056], [-4.5721, -1.0845, 3.3994], [-0.1590, 3.8494, -2.4989], [2.9671, -0.2794, 0.5496], [1.3701, -2.1074, 1.4940], [2.9473, -0.7870, -1.9164], [-0.6580, -2.7236, 0.5008], [0.1922, 1.4852, -2.9873], [-0.0891, 2.4970, -2.0518], [-0.7344, 1.5307, 4.0910], [-1.6528, -2.5449, -0.6014], [4.1785, 0.5940, 0.9177], [-3.9133, 0.0179, 2.8873], [0.1976, -4.0539, 2.3051], [-0.7432, 2.6352, 1.5084], [-1.1521, 3.3982, 2.6220], [-3.2351, -1.2724, 0.9677], [6.3239, 2.2845, 1.4978], [-3.6760, -1.2391, -1.4723], [4.2397, 1.8767, 0.3839], [-0.3917, 1.2882, 1.7378], [1.2985, -3.2014, 2.3310], [3.9989, -2.7258, -2.8551], [2.5203, -1.1589, 1.7412], [-5.0964, -1.0093, 4.3392], [-1.1658, 5.1714, 0.4682], [-6.4864, -0.9847, -4.1350], [-1.0964, -2.3704, -1.5317], [4.5446, -2.5742, 0.4669], [-2.6712, -2.4399, -2.9490], [3.3526, -1.7472, 2.1214], [2.2301, -0.4555, 2.5329], [-0.7085, 1.1073, 5.0850], [0.1297, 0.4507, -2.6464], [2.1061, -3.3932, 3.0219], [-0.1506, -0.3081, 3.1512], [-3.9371, -3.2988, 0.9335], [-3.9099, 0.9505, 3.4325], [-5.1053, -3.1335, 3.0846], [0.1369, -4.9056, 2.9612], [-0.6835, 5.8533, -1.8624], [7.1527, 2.9387, 1.7267], [-2.2724, -3.4357, -0.7058], [-4.9632, -0.0035, -0.2777], [2.3766, 0.1245, -2.0414], [-6.7256, 0.1607, -1.9541], [-4.4250, -2.2661, -4.6093], [5.2125, -0.8256, 2.1616], [5.0681, -3.9558, -1.4681], [0.7997, 3.3787, -5.7191], [4.2253, -3.3522, -3.7057], [3.4326, 2.2156, -0.2490], [5.3254, 3.7114, 0.2509], [0.7744, 1.0211, -4.9938], [-1.6681, -4.4130, 1.3147], [7.0696, 0.6611, 2.6739], [0.1620, 5.1697, -4.1406], [-2.7877, 0.7960, 1.2431], [-1.4951, 4.4143, 2.4861], [-1.4017, 3.4538, 4.7353], [2.8950, -1.2863, -3.9946]]}